# 1
The following is a quantum chemistry calculation of a molecular structure, C2H17O8Y2, from the OMol25 dataset.

Summary:
- Net charge: +3
- DFT total energy: -764.13003 Eh
- Multiplicity: 1

Structure (XYZ):
```
29
C2H17O8Y2 wB97M-V/def2-TZVPD
Y 1.323 0.030 -2.111
Y 1.568 0.335 1.556
C -1.240 2.910 0.801
C 0.010 3.370 1.548
O 0.653 2.288 2.199
H -2.178 2.993 1.354
H -1.208 1.887 0.410
H -1.428 3.517 -0.098
H -0.208 4.126 2.300
H 0.659 3.855 0.807
O 0.350 -0.489 -0.166
H -0.432 -0.880 0.251
O 2.510 0.914 -0.445
H 3.112 1.610 -0.741
O -0.839 -3.179 -1.794
H -0.195 -3.406 -2.472
H -1.683 -3.488 -2.168
O -0.521 -0.725 2.481
H -0.987 -1.487 2.055
H -0.586 -0.912 3.436
O -0.892 1.024 -2.261
H -1.568 0.951 -1.562
H -1.229 1.711 -2.871
O 2.103 -2.162 -1.686
H 2.278 -2.768 -0.946
H 2.470 -2.627 -2.469
O -0.760 -3.080 1.228
H 0.151 -2.973 0.938
H -1.234 -3.344 0.427
```



# 2
The following is a quantum chemistry calculation of 6 unconnected molecules or ions with the total composition C2H18NO5, from the OMol25 dataset.

Summary:
- ΔE to the lowest compared entry with this formula, charge and spin: 202.9 kJ/mol
- Net charge: +1
- DFT total energy: -517.67355 Eh
- Multiplicity: 1

Structure (XYZ):
```
26
C2H18NO5 wB97M-V/def2-TZVPD
C -2.106 -0.477 0.621
N -1.074 0.562 0.226
C -1.708 1.886 -0.105
H -2.742 -0.233 1.540
H -2.896 -0.358 -0.091
H -1.636 -1.409 0.846
H -0.600 0.178 -0.591
H -0.384 0.854 0.927
H -1.470 2.222 -1.128
H -1.351 2.713 0.512
H -2.786 1.783 -0.061
H -1.162 -4.206 -3.963
H 0.037 -3.344 -3.605
O -0.721 -3.794 -3.211
H 1.352 -0.112 3.616
H 1.586 -0.567 2.067
O 0.976 -0.405 2.785
H 1.172 3.248 -0.017
H 0.448 4.328 -0.475
O 0.437 3.369 -0.648
H 0.779 -2.321 -0.400
H -0.650 -2.693 -0.589
O -0.111 -1.948 -0.271
H 4.756 -0.317 0.079
H 5.279 0.826 1.073
O 4.573 0.216 0.862
```



# 3
The following is a quantum chemistry calculation of 6 unconnected molecules or ions with the total composition C2H18NO6, from the OMol25 dataset.

Summary:
- ΔE to the lowest compared entry with this formula, charge and spin: 24.6 kJ/mol
- Net charge: +1
- DFT total energy: -592.95378 Eh
- Multiplicity: 1

Structure (XYZ):
```
27
C2H18NO6 wB97M-V/def2-TZVPD
C -0.047 -2.392 0.731
O 0.825 -1.998 1.785
C -0.195 -1.186 -0.181
N -0.931 -0.089 0.517
H -1.004 -2.717 1.145
H 0.413 -3.169 0.130
H 1.429 -2.717 1.990
H 0.806 -0.779 -0.286
H -0.670 -1.390 -1.130
H -0.537 0.067 1.452
H -1.949 -0.068 0.628
H -0.841 0.832 0.083
H 1.173 0.356 3.536
H 0.150 1.381 3.902
O 0.229 0.533 3.446
H -3.617 0.911 -1.406
H -2.710 1.555 -2.456
O -2.689 1.073 -1.623
H 1.222 3.390 -2.229
H 0.481 3.995 -1.114
O 1.394 3.774 -1.355
H 1.562 -2.452 -3.309
H 0.085 -2.959 -3.175
O 0.656 -2.189 -3.127
H 2.219 2.083 1.045
H 1.289 2.189 0.021
O 1.258 1.969 0.978
```



# 4
The following is a quantum chemistry calculation of 7 unconnected molecules or ions with the total composition C2H18O7, from the OMol25 dataset.

Summary:
- ΔE to the lowest compared entry with this formula, charge and spin: 73.1 kJ/mol
- Net charge: 0
- DFT total energy: -613.65092 Eh
- Multiplicity: 1
- SMILES: CCO.O.O.O.O.O.O

Structure (XYZ):
```
27
C2H18O7 wB97M-V/def2-TZVPD
C 17.085 9.693 -17.125
C 18.178 10.257 -18.071
O 17.601 11.220 -18.945
H 17.636 9.037 -16.445
H 16.402 9.078 -17.703
H 16.677 10.513 -16.542
H 18.577 9.407 -18.630
H 18.969 10.755 -17.518
H 16.951 10.803 -19.517
O 17.978 4.261 -20.636
H 17.744 3.446 -20.180
H 17.307 4.356 -21.324
O 18.159 8.972 -21.900
H 18.821 8.492 -21.392
H 18.524 9.859 -21.995
O 15.157 5.307 -17.360
H 14.235 5.552 -17.478
H 15.633 5.736 -18.102
O 14.357 6.608 -20.692
H 13.667 6.494 -20.032
H 15.083 7.061 -20.221
O 18.640 6.740 -17.064
H 19.219 6.134 -17.544
H 18.882 6.622 -16.138
O 16.684 6.821 -19.173
H 17.214 6.511 -19.921
H 17.233 6.624 -18.390
```



# 5
The following is a quantum chemistry calculation of 7 unconnected molecules or ions with the total composition C2H19N2O6, from the OMol25 dataset.

Summary:
- ΔE to the lowest compared entry with this formula, charge and spin: 252.1 kJ/mol
- Net charge: +1
- DFT total energy: -648.24870 Eh
- Multiplicity: 1

Structure (XYZ):
```
29
C2H19N2O6 wB97M-V/def2-TZVPD
C 0.273 1.557 -0.956
C -0.540 0.516 -1.402
N -1.152 -0.518 -0.556
N 1.009 2.378 -1.739
H 0.440 1.740 0.144
H -0.794 0.400 -2.397
H -0.994 -0.535 0.578
H -2.123 -0.488 -0.430
H -0.837 -1.461 -0.752
H 0.659 2.641 -2.704
H 1.685 2.929 -1.163
H 0.895 -1.982 1.639
H 0.627 -0.479 1.779
O 0.280 -1.270 1.820
H 2.383 1.285 2.712
H 2.400 0.626 1.335
O 1.871 0.875 2.051
H -1.745 -1.255 2.652
H -2.938 -0.320 2.382
O -2.232 -0.912 1.950
H 0.446 -2.819 -2.210
H -0.045 -3.665 -1.033
O 0.203 -2.773 -1.285
H -2.284 2.409 0.474
H -3.450 1.367 0.442
O -2.514 1.551 0.388
H 2.495 -1.026 -1.716
H 2.829 0.052 -0.985
O 3.155 -0.825 -1.017
```



> Which formula does entry 5 have?

C2H19N2O6



> Number 1 is which compound?

C2H17O8Y2



Copy entry 4 word for word.
The following is a quantum chemistry calculation of 7 unconnected molecules or ions with the total composition C2H18O7, from the OMol25 dataset.

Summary:
- ΔE to the lowest compared entry with this formula, charge and spin: 73.1 kJ/mol
- Net charge: 0
- DFT total energy: -613.65092 Eh
- Multiplicity: 1
- SMILES: CCO.O.O.O.O.O.O

Structure (XYZ):
```
27
C2H18O7 wB97M-V/def2-TZVPD
C 17.085 9.693 -17.125
C 18.178 10.257 -18.071
O 17.601 11.220 -18.945
H 17.636 9.037 -16.445
H 16.402 9.078 -17.703
H 16.677 10.513 -16.542
H 18.577 9.407 -18.630
H 18.969 10.755 -17.518
H 16.951 10.803 -19.517
O 17.978 4.261 -20.636
H 17.744 3.446 -20.180
H 17.307 4.356 -21.324
O 18.159 8.972 -21.900
H 18.821 8.492 -21.392
H 18.524 9.859 -21.995
O 15.157 5.307 -17.360
H 14.235 5.552 -17.478
H 15.633 5.736 -18.102
O 14.357 6.608 -20.692
H 13.667 6.494 -20.032
H 15.083 7.061 -20.221
O 18.640 6.740 -17.064
H 19.219 6.134 -17.544
H 18.882 6.622 -16.138
O 16.684 6.821 -19.173
H 17.214 6.511 -19.921
H 17.233 6.624 -18.390
```